[1]
{"formula": "C5H8N2O2", "method": "ωB97M-V/def2-TZVPD", "gap_ev": 9.6, "relative_energy_ev": 1.586, "multiplicity": 1, "total_charge": 0, "symbols": ["O", "C", "O", "N", "C", "C", "N", "C", "H", "H", "H", "H", "C", "H", "H", "H", "H"], "positions_angstrom": [[0.187, 0.984, -1.202], [-0.070, 0.454, -0.163], [0.523, -0.613, 0.331], [-1.080, 0.986, 0.674], [-1.298, 0.579, 1.965], [-2.143, 1.555, 2.513], [-2.466, 2.467, 1.590], [-1.826, 2.137, 0.466], [1.097, -0.954, -0.286], [-0.894, -0.258, 2.424], [-2.384, 1.771, 3.464], [-2.004, 2.439, -0.497], [2.494, -2.315, -2.255], [1.989, -1.358, -2.678], [2.886, -2.261, -1.236], [3.294, -2.592, -3.019], [1.695, -3.018, -2.090]]}


[2]
{"formula": "C3H7N2", "method": "ωB97M-V/def2-TZVPD", "gap_ev": 12.1, "relative_energy_ev": 1.232, "multiplicity": 1, "total_charge": 1, "symbols": ["C", "C", "C", "N", "N", "H", "H", "H", "H", "H", "H", "H"], "positions_angstrom": [[-0.262, -0.073, -0.094], [1.662, -0.010, 0.073], [-1.752, 0.015, 0.044], [0.658, 0.872, -0.419], [0.595, -0.962, 0.272], [2.448, -0.308, -0.667], [2.235, 0.343, 1.065], [-2.225, 0.777, -0.750], [-1.954, 0.389, 1.076], [-2.317, -0.797, -0.082], [0.391, 1.744, -0.980], [0.522, -1.991, 0.463]]}


[3]
{"formula": "C5H9NS", "method": "ωB97M-V/def2-TZVPD", "gap_ev": 9.9, "relative_energy_ev": 5.678, "multiplicity": 1, "total_charge": 0, "symbols": ["C", "C", "N", "C", "C", "S", "C", "H", "H", "H", "H", "H", "H", "H", "H", "H"], "positions_angstrom": [[1.558, -1.473, -0.248], [0.333, -0.642, 0.524], [0.726, 0.848, -0.067], [-0.635, 1.578, -0.272], [-1.681, 0.559, 0.346], [-2.692, -0.868, -0.106], [-1.024, -0.600, -0.113], [1.581, -2.525, 0.243], [2.528, -0.832, -0.033], [1.502, -1.263, -1.356], [0.410, -0.665, 1.646], [1.600, 1.214, 0.344], [-0.997, 2.499, 0.348], [-0.869, 1.971, -1.372], [-1.499, 0.620, 1.287], [-0.842, -0.420, -1.169]]}


[4]
{"formula": "C3H6NOS2", "method": "ωB97M-V/def2-TZVPD", "gap_ev": [6.4, 6.4], "relative_energy_ev": 3.019, "multiplicity": 1, "total_charge": -1, "symbols": ["C", "C", "C", "N", "O", "S", "S", "H", "H", "H", "H", "H", "H"], "positions_angstrom": [[-0.433, 0.850, -2.022], [0.287, -1.542, 0.310], [0.556, -0.013, 0.084], [-0.204, 0.858, 1.072], [0.223, 0.855, 2.259], [-1.057, 2.293, -1.687], [-0.481, -0.376, -3.093], [0.553, -1.959, -0.537], [-0.719, -1.751, 0.637], [0.959, -1.780, 1.201], [1.668, 0.350, 0.110], [-0.160, 1.817, 0.615], [-1.192, 0.398, 1.050]]}


[5]
{"formula": "C30H67FInN3O11PS", "method": "ωB97M-V/def2-TZVPD", "gap_ev": 7.9, "multiplicity": 1, "total_charge": -1, "symbols": ["C", "C", "O", "P", "O", "C", "C", "C", "In", "C", "C", "C", "C", "C", "C", "C", "C", "C", "O", "C", "O", "C", "N", "S", "O", "O", "F", "O", "C", "C", "H", "H", "H", "H", "H", "H", "H", "H", "H", "H", "H", "H", "H", "H", "H", "H", "H", "H", "H", "H", "H", "H", "H", "H", "H", "H", "H", "H", "H", "H", "H", "H", "H", "H", "H", "H", "H", "C", "O", "C", "C", "N", "C", "C", "O", "C", "H", "H", "H", "H", "H", "H", "H", "H", "H", "H", "H", "H", "H", "H", "H", "C", "O", "C", "C", "N", "C", "C", "O", "C", "H", "H", "H", "H", "H", "H", "H", "H", "H", "H", "H", "H", "H", "H", "H"], "positions_angstrom": [[1.332, 2.956, 2.013], [2.401, 1.751, 2.348], [1.860, 0.395, 2.164], [1.298, 0.151, 0.509], [-0.234, 0.537, 0.496], [1.446, -1.716, 0.059], [0.011, -2.503, -0.036], [-0.647, -2.569, -1.539], [-2.869, -1.955, -1.384], [-3.769, -3.257, 0.235], [-4.898, -2.528, 1.174], [-5.825, -1.412, 0.410], [-6.729, -0.676, 1.609], [-7.895, 0.312, 1.001], [-7.298, 1.850, 0.801], [-8.383, 2.875, 0.083], [-7.890, 3.085, -1.469], [-8.795, 2.077, -2.414], [-7.851, 1.468, -3.394], [-7.072, 0.385, -2.743], [-2.860, 0.100, -0.975], [-3.211, 0.743, -2.282], [-3.711, 1.293, -3.369], [-3.890, -2.577, -3.595], [-3.364, -1.658, -4.731], [-3.363, -4.025, -3.936], [-5.609, -2.715, -3.535], [2.307, 1.141, -0.513], [1.709, 1.346, -1.849], [1.782, 2.971, -2.145], [1.729, 4.041, 2.296], [0.350, 2.707, 2.643], [1.058, 3.024, 0.857], [3.411, 1.812, 1.755], [2.685, 1.873, 3.495], [2.061, -1.923, -0.915], [2.036, -2.212, 0.970], [-0.805, -2.107, 0.705], [0.232, -3.634, 0.274], [-0.527, -3.641, -2.033], [-0.120, -1.727, -2.184], [-2.884, -3.642, 0.917], [-4.190, -4.231, -0.310], [-4.463, -2.081, 2.191], [-5.643, -3.392, 1.526], [-5.236, -0.543, -0.108], [-6.561, -1.853, -0.392], [-5.972, 0.033, 2.196], [-7.120, -1.451, 2.395], [-8.427, -0.111, 0.047], [-8.730, 0.390, 1.851], [-7.157, 2.271, 1.909], [-6.237, 1.873, 0.302], [-8.401, 3.922, 0.605], [-9.436, 2.361, 0.190], [-8.097, 4.213, -1.778], [-6.731, 2.929, -1.582], [-9.543, 2.788, -3.013], [-9.419, 1.288, -1.810], [-6.753, -0.382, -3.600], [-7.836, -0.210, -2.051], [-6.123, 0.759, -2.167], [2.361, 0.704, -2.606], [0.608, 0.923, -1.949], [2.927, 3.295, -2.063], [1.143, 3.614, -1.400], [1.480, 3.140, -3.265], [4.380, -2.558, 8.736], [3.423, -1.509, 8.801], [3.846, -0.321, 8.118], [2.966, -0.075, 6.882], [3.234, -1.067, 5.836], [2.263, -1.034, 4.736], [0.805, -1.408, 5.072], [0.632, -2.778, 5.441], [0.852, -3.049, 6.818], [4.038, -3.371, 9.381], [4.463, -2.941, 7.718], [5.360, -2.219, 9.090], [4.911, -0.350, 7.854], [3.704, 0.509, 8.817], [3.169, 0.928, 6.490], [1.921, -0.115, 7.204], [3.220, -1.997, 6.248], [2.625, -1.739, 3.979], [2.282, -0.041, 4.273], [0.219, -1.273, 4.156], [0.356, -0.740, 5.815], [0.579, -2.206, 7.460], [1.892, -3.337, 6.985], [0.233, -3.906, 7.097], [7.194, 2.632, -7.638], [7.471, 1.272, -7.331], [8.468, 1.120, -6.312], [7.843, 0.529, -5.039], [6.966, 1.502, -4.379], [6.156, 0.924, -3.301], [5.106, -0.132, -3.698], [4.033, 0.388, -4.487], [4.293, 0.424, -5.883], [6.525, 2.657, -8.502], [6.691, 3.120, -6.802], [8.112, 3.174, -7.890], [8.996, 2.059, -6.103], [9.205, 0.408, -6.700], [8.641, 0.235, -4.348], [7.287, -0.369, -5.326], [6.338, 1.907, -5.070], [5.629, 1.760, -2.824], [6.823, 0.501, -2.541], [4.643, -0.491, -2.771], [5.550, -1.015, -4.171], [4.950, -0.388, -6.209], [4.713, 1.392, -6.164], [3.339, 0.324, -6.407]]}


Energy values (in Ha) by entry order: -455.30021, -227.70909, -648.64450, -1044.14615, -3204.29014.